Entry 1:
Here is a structure of composition C32H25Co2N2O7 in a non-equilibrium geometry from the OMol25 dataset. Energies are from ωB97M-V/def2-TZVPD.

Energy above the lowest of the compared OMol25 structures with the same formula, charge and spin in kcal per mole: 51.9
Lowest unoccupied orbital energy in eV: 2.47
Charge: -1
HOMO level in eV: -3.539

Positions of all 68 atoms, in Å:
C -1.248 -0.171 3.226
O -1.213 0.764 2.130
C -0.160 0.996 1.321
C 1.172 0.353 1.567
C 1.867 -0.105 0.428
C 3.156 -0.633 0.561
C 3.794 -0.617 1.798
C 3.112 -0.172 2.932
C 1.805 0.310 2.828
C -0.175 2.308 0.714
N 0.854 3.197 0.651
C 2.253 2.978 0.915
C 0.365 4.474 0.391
C -1.008 4.363 0.283
C -1.822 5.490 0.265
C -1.189 6.744 0.301
C 0.203 6.851 0.462
C 1.000 5.699 0.556
N -1.329 3.027 0.523
C -2.692 2.555 0.651
H -2.324 -0.273 3.425
H -0.804 -1.140 2.925
H -0.730 0.300 4.075
H 1.391 0.068 -0.555
H 3.670 -1.059 -0.305
H 4.815 -0.989 1.884
H 3.592 -0.205 3.916
H 1.280 0.701 3.707
H 2.752 3.930 0.734
H 2.430 2.690 1.958
H 2.681 2.239 0.232
H -2.904 5.373 0.226
H -1.784 7.654 0.230
H 0.674 7.835 0.525
H 2.068 5.747 0.778
H -3.352 3.400 0.409
H -2.886 1.746 -0.065
H -2.907 2.217 1.680
O -3.294 -0.986 1.080
C -2.269 -1.339 0.520
Co 0.101 -2.480 0.044
C 1.282 -3.129 1.164
O 2.109 -3.666 1.774
C -1.614 -2.721 0.824
O -2.019 -3.682 1.416
C -0.629 -2.546 -1.946
C -0.731 -3.952 -2.230
C 0.449 -4.737 -2.209
C 0.357 -6.130 -2.270
C -0.899 -6.726 -2.454
C -2.062 -5.948 -2.586
C -1.979 -4.558 -2.497
C -0.863 -1.288 -1.503
C -1.584 -0.477 -0.538
Co 0.233 -1.248 -2.950
C -0.201 -1.546 -4.644
O -0.558 -1.663 -5.741
C 1.965 -1.541 -2.701
O 3.103 -1.668 -2.492
C 0.141 0.481 -2.741
O 0.009 1.605 -2.465
H 1.415 -4.233 -2.067
H 1.267 -6.725 -2.130
H -0.955 -7.813 -2.531
H -3.041 -6.416 -2.725
H -2.863 -3.921 -2.589
H -0.874 0.296 -0.106
H -2.404 0.111 -0.986

These are the Mulliken partial charges, in e, on atoms 1 to 5:
1 C -0.95
2 O -0.46
3 C 0.33
4 C 0.87
5 C 0.41


Entry 2:
Here is a structure of composition C32H25INO4OsPS2 in a non-equilibrium geometry from the OMol25 dataset. Energies are from ωB97M-V/def2-TZVPD.

Energy above the lowest of the compared OMol25 structures with the same formula, charge and spin in kcal per mole: 44.7
2S+1: 2
Lowest unoccupied orbital energy (alpha / beta) in eV: -3.29 / -4.89
Charge: +1
HOMO level (alpha / beta) in eV: -11.079 / -10.964

Positions of all 67 atoms, in Å:
Os 0.150 0.531 0.475
I -2.040 -0.108 -0.866
C -2.178 1.392 -2.311
C -2.518 0.903 -3.542
C -2.759 1.770 -4.619
C -2.667 3.111 -4.415
C -2.306 3.641 -3.153
C -2.260 5.049 -3.011
C -1.926 5.620 -1.825
C -1.573 4.793 -0.747
C -1.587 3.419 -0.821
P -0.997 2.622 0.722
C -2.472 2.467 1.758
C -2.371 2.021 3.076
C -3.510 1.861 3.844
C -4.760 2.136 3.305
C -4.869 2.579 1.996
C -3.729 2.747 1.223
C 0.071 3.843 1.536
C 1.341 4.117 1.025
C 2.145 5.064 1.635
C 1.697 5.742 2.761
C 0.435 5.477 3.270
C -0.380 4.535 2.658
C -2.013 2.786 -2.046
H -2.611 -0.164 -3.695
H -3.024 1.365 -5.586
H -2.869 3.807 -5.219
H -2.501 5.659 -3.872
H -1.904 6.694 -1.707
H -1.257 5.270 0.172
H -1.407 1.790 3.509
H -3.421 1.504 4.861
H -5.648 2.004 3.908
H -5.840 2.800 1.573
H -3.829 3.104 0.207
H 1.706 3.596 0.153
H 3.127 5.272 1.231
H 2.330 6.478 3.240
H 0.076 6.006 4.143
H -1.369 4.354 3.057
C 5.154 0.005 -3.968
C 4.362 -0.025 -2.694
C 4.836 0.826 -1.597
C 4.282 0.822 -0.382
C 3.052 0.054 -0.164
C 2.550 -0.911 -1.260
C 3.343 -0.875 -2.504
S 2.490 -0.233 1.478
O 1.743 1.077 1.732
O 3.481 -0.751 2.353
N 1.247 -1.192 1.176
C 0.639 -1.860 2.329
C -0.594 -1.093 2.797
O -1.204 -1.305 3.798
O -0.983 -0.126 1.920
H 5.273 1.030 -4.322
H 4.674 -0.576 -4.753
H 6.157 -0.397 -3.807
H 5.732 1.412 -1.766
H 4.723 1.357 0.449
H 2.147 -1.863 -0.932
H 3.092 -1.608 -3.261
H 1.336 -1.942 3.164
H 0.336 -2.870 2.054
S 0.944 1.597 -1.469
C 1.779 0.291 -0.872

These are the Mulliken partial charges, in e, on atoms 1 to 5:
1 Os 1.22
2 I 0.15
3 C 0.53
4 C -0.75
5 C -0.91


Entry 3:
Here is a structure of composition C32H25N2O2OsSi from the OMol25 dataset. Energies are from ωB97M-V/def2-TZVPD.

Energy above the lowest of the compared OMol25 structures with the same formula, charge and spin in kcal per mole: 0.0
Lowest unoccupied orbital energy (alpha / beta) in eV: -4.57 / -4.57
Charge: +1
HOMO level (alpha / beta) in eV: -11.205 / -11.197

Positions of all 63 atoms, in Å:
Os -0.893 -0.500 -1.354
O -1.287 0.831 -2.616
C -1.707 2.105 -2.345
C -1.663 2.989 -3.414
C -2.040 4.310 -3.256
C -2.489 4.762 -2.019
C -2.558 3.875 -0.966
C -2.163 2.538 -1.101
C -2.351 1.668 0.032
N -2.012 0.431 0.026
N -2.378 -0.335 1.119
C -1.999 -1.548 0.965
O -1.404 -1.946 -0.167
C -2.184 -2.554 2.016
C -1.815 -3.876 1.777
C -1.964 -4.825 2.777
C -2.480 -4.457 4.011
C -2.847 -3.138 4.250
C -2.699 -2.186 3.259
H -1.320 2.614 -4.370
H -1.991 4.986 -4.099
H -2.795 5.790 -1.888
H -2.932 4.207 -0.005
H -2.850 2.042 0.920
H -1.418 -4.153 0.810
H -1.683 -5.853 2.591
H -2.598 -5.200 4.789
H -3.250 -2.855 5.214
H -2.976 -1.155 3.432
C 0.763 0.833 4.107
C 0.723 -0.455 3.592
C 0.915 -0.659 2.234
C 1.160 0.421 1.379
C 1.198 1.713 1.911
C 0.999 1.916 3.268
Si 1.259 0.132 -0.432
C 2.211 1.446 -1.328
C 3.365 1.916 -0.690
C 4.195 2.834 -1.317
C 3.882 3.297 -2.587
C 2.744 2.833 -3.233
C 1.916 1.911 -2.611
C 1.508 -1.611 -1.053
C 0.788 -1.810 -2.253
C 0.740 -3.045 -2.888
C 1.437 -4.100 -2.326
C 2.163 -3.924 -1.149
C 2.193 -2.696 -0.508
H 0.613 0.996 5.166
H 0.535 -1.299 4.244
H 0.865 -1.669 1.839
H 1.385 2.563 1.264
H 1.035 2.918 3.675
H 3.623 1.568 0.304
H 5.085 3.187 -0.813
H 4.526 4.016 -3.076
H 2.502 3.186 -4.227
H 1.040 1.549 -3.135
H 0.313 -0.948 -2.811
H 0.191 -3.175 -3.810
H 1.423 -5.067 -2.809
H 2.707 -4.760 -0.730
H 2.746 -2.581 0.416

These are the Mulliken partial charges, in e, on atoms 1 to 5:
1 Os 1.16
2 O -0.76
3 C 0.68
4 C -0.19
5 C -0.53


Entry 4:
Here is a structure of composition C32H25N8O5STc in a non-equilibrium geometry from the OMol25 dataset. Energies are from ωB97M-V/def2-TZVPD.

Energy above the lowest of the compared OMol25 structures with the same formula, charge and spin in kcal per mole: 29.0
2S+1: 2
Lowest unoccupied orbital energy (alpha / beta) in eV: -5.25 / -4.97
Charge: +1
HOMO level (alpha / beta) in eV: -10.369 / -10.379

Positions of all 72 atoms, in Å:
Tc 0.098 1.392 0.074
O -3.584 1.234 1.926
C -2.412 1.384 1.633
N -1.851 1.171 0.418
C -2.701 1.139 -0.744
C -2.078 2.045 -1.766
C -2.696 2.391 -2.958
C -2.013 3.181 -3.869
C -0.744 3.631 -3.536
C -0.201 3.255 -2.321
N -0.839 2.463 -1.458
C -1.364 1.925 2.561
C -1.517 2.029 3.934
C -0.485 2.578 4.680
C 0.635 3.058 4.013
C 0.713 2.919 2.638
N -0.252 2.344 1.921
H -3.722 1.433 -0.471
H -2.714 0.125 -1.167
H -3.690 2.029 -3.171
H -2.463 3.437 -4.816
H -0.187 4.265 -4.206
H 0.791 3.574 -2.041
H -2.424 1.660 4.390
H -0.556 2.632 5.755
H 1.438 3.538 4.549
H 1.580 3.247 2.082
O 1.972 -1.453 2.593
C 1.033 -0.869 2.096
O 1.103 0.171 1.360
C -0.385 -1.361 2.396
C -0.679 -1.801 3.702
C -1.970 -2.167 3.972
C -2.945 -2.129 2.952
C -4.306 -2.443 3.149
C -5.182 -2.436 2.099
C -4.727 -2.171 0.796
C -3.418 -1.851 0.568
C -2.514 -1.765 1.642
N -1.251 -1.355 1.432
H 0.109 -1.829 4.438
H -2.245 -2.503 4.963
H -4.648 -2.681 4.146
H -6.227 -2.661 2.255
H -5.420 -2.220 -0.030
H -3.033 -1.671 -0.423
N 6.984 -2.170 -0.696
C 5.868 -1.457 -0.972
C 4.932 -1.195 0.043
C 3.805 -0.458 -0.227
C 3.598 0.029 -1.509
C 4.504 -0.216 -2.531
C 5.636 -0.952 -2.264
S 2.178 1.043 -1.772
O 2.105 2.018 -0.665
O 2.168 1.624 -3.079
N 0.736 0.263 -1.478
C 0.489 -0.784 -2.269
N -0.740 -1.312 -2.317
C -0.924 -2.313 -3.157
C 0.082 -2.804 -3.978
C 1.329 -2.210 -3.835
N 1.532 -1.224 -2.988
H 7.081 -2.617 0.198
H 7.595 -2.468 -1.436
H 5.098 -1.574 1.039
H 3.078 -0.260 0.545
H 4.298 0.173 -3.515
H 6.359 -1.145 -3.043
H -1.918 -2.743 -3.180
H -0.099 -3.600 -4.677
H 2.198 -2.537 -4.395

These are the Mulliken partial charges, in e, on atoms 1 to 5:
1 Tc 0.25
2 O -0.64
3 C -0.42
4 N 1.16
5 C -0.53


Entry 5:
Here is a structure of composition C32H26AsNO2SSrTe from the OMol25 dataset. Energies are from ωB97M-V/def2-TZVPD.

Energy above the lowest of the compared OMol25 structures with the same formula, charge and spin in kcal per mole: 0.0
Lowest unoccupied orbital energy in eV: -0.19
HOMO level in eV: -7.405

Positions of all 65 atoms, in Å:
Sr -0.208 -0.128 -2.047
O 3.318 2.600 -1.820
C 2.433 1.779 -1.640
O 1.526 1.393 -2.462
C 2.341 1.156 -0.229
C 3.219 1.562 0.767
C 3.097 1.015 2.032
C 2.097 0.082 2.270
C 1.259 -0.266 1.228
N 1.379 0.255 0.003
H 3.969 2.298 0.517
H 3.768 1.316 2.826
H 1.956 -0.362 3.245
H 0.445 -0.968 1.371
S -1.748 -1.845 -0.301
C -3.447 -1.385 -0.363
C -4.434 -2.376 -0.409
C -5.780 -2.050 -0.447
C -6.185 -0.723 -0.437
C -5.223 0.277 -0.381
C -3.869 -0.041 -0.341
As -2.497 1.330 -0.383
C -1.849 1.402 1.446
C -2.278 0.534 2.440
C -1.765 0.646 3.727
C -0.829 1.625 4.023
C -0.393 2.491 3.028
C -0.895 2.375 1.743
C -3.587 2.944 -0.382
C -4.185 3.434 0.776
C -4.967 4.578 0.727
C -5.159 5.241 -0.478
C -4.567 4.760 -1.636
C -3.780 3.617 -1.584
H -4.120 -3.412 -0.408
H -6.520 -2.840 -0.482
H -7.236 -0.467 -0.468
H -5.531 1.316 -0.367
H -3.007 -0.233 2.207
H -2.102 -0.033 4.501
H -0.436 1.711 5.029
H 0.345 3.251 3.253
H -0.545 3.046 0.964
H -4.036 2.919 1.717
H -5.427 4.955 1.632
H -5.767 6.136 -0.514
H -4.710 5.279 -2.575
H -3.302 3.246 -2.485
C 0.718 -1.485 -5.281
Te 0.951 -3.022 -3.812
C -1.186 -3.051 -3.880
C -1.537 -1.618 -4.201
C -2.692 -1.024 -3.702
C -2.908 0.341 -3.874
C -1.971 1.112 -4.553
C -0.821 0.520 -5.070
C -0.592 -0.840 -4.894
H 0.698 -1.924 -6.278
H 1.544 -0.779 -5.227
H -1.585 -3.359 -2.915
H -1.512 -3.740 -4.659
H -3.397 -1.611 -3.126
H -3.794 0.795 -3.448
H -2.120 2.179 -4.662
H -0.072 1.127 -5.563

These are the Mulliken partial charges, in e, on atoms 1 to 5:
1 Sr 1.43
2 O -0.73
3 C 0.02
4 O -0.75
5 C 0.55


Entry 6:
Here is a structure of composition C32H26BrF4IN3NaO from the OMol25 dataset. Energies are from ωB97M-V/def2-TZVPD.

Energy above the lowest of the compared OMol25 structures with the same formula, charge and spin in kcal per mole: 0.0
Lowest unoccupied orbital energy (alpha / beta) in eV: 3.60 / 3.59
Charge: -2
HOMO level (alpha / beta) in eV: -2.619 / -2.454

Positions of all 69 atoms, in Å:
Na 0.192 -0.010 -0.334
Br -0.636 1.854 2.027
C -2.307 2.477 1.336
C -3.051 3.254 2.177
C -4.305 3.736 1.747
C -4.759 3.419 0.501
C -3.990 2.610 -0.373
C -4.483 2.282 -1.658
C -3.728 1.502 -2.486
C -2.467 1.021 -2.061
C -1.902 1.267 -0.818
C -2.716 2.100 0.024
H -2.679 3.493 3.165
H -4.899 4.350 2.414
H -5.725 3.776 0.159
H -5.459 2.648 -1.957
H -4.103 1.239 -3.471
H -1.925 0.405 -2.779
C 2.346 -2.463 1.065
C 2.217 -1.372 2.070
N 1.479 -1.417 3.152
C 1.665 -0.209 3.779
C 2.513 0.574 3.054
N 2.881 -0.190 1.969
H 1.473 -3.109 1.128
H 3.244 -3.057 1.253
H 2.408 -2.057 0.055
H 1.145 0.041 4.689
H 2.857 1.585 3.187
H 3.221 0.168 1.074
F -7.177 -0.501 0.774
C -5.932 -0.908 1.141
C -5.516 -2.183 0.797
C -4.251 -2.585 1.173
C -3.380 -1.720 1.882
C -2.069 -2.090 2.218
C -3.866 -0.430 2.210
C -5.130 -0.022 1.841
H -6.150 -2.841 0.217
H -3.914 -3.571 0.879
H -1.670 -3.057 1.947
H -1.401 -1.389 2.700
H -3.211 0.257 2.734
H -5.485 0.978 2.057
N -2.493 -2.370 -1.532
C -1.309 -2.892 -1.167
O -0.379 -2.204 -0.719
C -1.166 -4.329 -1.324
I -4.987 -5.233 -1.911
H -2.661 -1.393 -1.330
H -3.278 -2.984 -1.737
H -0.213 -4.764 -1.062
H -1.995 -4.944 -1.648
F 10.025 0.792 -2.400
C 9.187 1.781 -2.796
F 9.687 2.926 -2.288
F 9.341 1.861 -4.141
C 7.773 1.530 -2.395
C 7.089 2.410 -1.568
C 5.779 2.147 -1.210
C 5.114 0.998 -1.664
C 5.827 0.124 -2.503
C 7.133 0.385 -2.862
C 3.767 0.726 -1.284
C 2.595 0.509 -0.971
H 7.580 3.302 -1.204
H 5.240 2.832 -0.569
H 5.326 -0.764 -2.863
H 7.665 -0.303 -3.509

These are the Mulliken partial charges, in e, on atoms 1 to 5:
1 Na 0.82
2 Br -0.14
3 C 0.20
4 C -0.51
5 C -0.51


Entry 7:
Here is a structure of composition C32H26N5O2RuS4 in a non-equilibrium geometry from the OMol25 dataset. Energies are from ωB97M-V/def2-TZVPD.

Energy above the lowest of the compared OMol25 structures with the same formula, charge and spin in kcal per mole: 53.9
Lowest unoccupied orbital energy (alpha / beta) in eV: -5.22 / -5.26
Charge: +1
HOMO level (alpha / beta) in eV: -10.250 / -10.247

Positions of all 70 atoms, in Å:
Ru -1.708 0.131 -0.036
N -3.323 -0.154 1.372
C -4.534 -0.862 1.029
C -5.039 -1.812 1.901
C -6.224 -2.460 1.595
C -6.891 -2.147 0.418
C -6.361 -1.211 -0.452
C -5.168 -0.547 -0.161
C -4.562 0.389 -1.127
C -5.393 1.133 -1.955
C -4.887 1.867 -3.021
C -3.531 1.855 -3.291
C -2.671 1.161 -2.452
C -3.159 0.477 -1.329
H -2.930 -0.565 2.214
H -3.551 0.819 1.585
H -4.508 -2.047 2.816
H -6.624 -3.201 2.273
H -7.815 -2.649 0.169
H -6.854 -1.021 -1.396
H -6.457 1.146 -1.758
H -5.564 2.428 -3.651
H -3.133 2.376 -4.152
H -1.616 1.154 -2.676
C 4.053 5.917 -2.773
C 3.314 4.635 -2.519
C 3.959 3.406 -2.612
C 3.272 2.219 -2.409
C 1.919 2.269 -2.111
C 1.247 3.482 -2.019
C 1.951 4.655 -2.217
S 1.045 0.755 -1.932
O 0.205 0.552 -3.076
O 1.985 -0.274 -1.581
N 0.032 1.057 -0.654
C 0.589 1.089 0.616
C 1.924 1.237 0.992
C 2.213 1.174 2.337
C 1.202 0.945 3.277
C -0.082 0.786 2.822
N -0.386 0.880 1.520
H 5.130 5.778 -2.695
H 3.750 6.693 -2.070
H 3.836 6.285 -3.777
H 5.016 3.375 -2.847
H 3.774 1.263 -2.478
H 0.188 3.503 -1.794
H 1.437 5.606 -2.142
H 2.700 1.361 0.254
H 3.239 1.283 2.666
H 1.415 0.891 4.334
H -0.904 0.601 3.504
S 3.920 -4.495 -1.459
C 2.641 -3.778 -0.738
S 1.316 -3.154 -1.687
C 0.525 -2.656 -0.238
N 1.177 -2.889 0.835
N 2.350 -3.517 0.594
C 3.134 -3.819 1.770
C 2.668 -3.347 2.997
C 3.388 -3.603 4.150
C 4.571 -4.326 4.099
C 5.021 -4.798 2.881
C 4.312 -4.552 1.710
S -1.062 -1.913 -0.191
H 1.751 -2.784 3.048
H 3.017 -3.231 5.097
H 5.133 -4.519 5.003
H 5.937 -5.370 2.822
H 4.681 -4.935 0.777

These are the Mulliken partial charges, in e, on atoms 1 to 5:
1 Ru -0.52
2 N -0.20
3 C 0.39
4 C -0.77
5 C -0.65